[1]
C16H16N2O3S2 as an isolated structure, computed with ωB97M-V with the def2-TZVPD basis set.

```
39
Properties=species:S:1:pos:R:3:forces:R:3
C 2.0490 2.2739 -1.1618 -8.87 8.49 -1.86
H 1.9739 2.7712 -0.1778 0.41 -0.45 -0.43
H 0.8663 1.9114 -1.4102 3.31 0.68 0.62
H 2.2527 3.1063 -1.9674 -0.71 -0.89 1.44
C 2.9664 1.3747 -1.3447 8.20 -12.62 1.82
C 4.5361 1.6460 -0.9472 -1.22 -1.65 -9.62
H 5.3287 0.7977 -1.0060 -1.99 1.22 -0.36
H 4.6958 2.4658 -1.7586 0.75 -1.14 1.72
H 4.4884 1.9681 -0.0722 0.11 3.32 7.70
C 2.5511 0.0744 -0.3289 1.41 -2.85 -1.52
C 1.4531 -0.8809 -1.0750 0.65 4.47 3.17
C 1.5558 -1.0726 -2.4346 -0.04 0.96 5.61
S 0.0911 -1.6837 -2.8240 -2.63 -2.38 -4.08
C -0.6149 -1.8632 -1.2986 4.71 4.87 0.97
C 0.1511 -1.0270 -0.4546 2.09 -2.72 1.60
C -0.1402 -0.9383 1.0495 -1.39 3.08 1.34
O 0.3841 -0.2502 2.0022 -0.91 -2.98 -3.81
N -1.4725 -1.4125 1.2879 -1.10 -2.64 -4.28
C -2.4652 -2.1511 0.2698 9.70 3.81 -1.45
S -3.7310 -2.8197 0.6956 -5.30 -2.59 1.25
N -1.8200 -2.1935 -1.0284 -5.93 -2.69 1.99
H -2.2465 -2.8997 -1.6106 -0.36 0.15 -0.15
C -2.1223 -1.2865 2.5150 7.19 8.91 -1.34
C -3.0649 -0.2454 2.5233 -10.30 6.94 -3.29
C -4.6338 -0.1051 2.6415 4.49 -6.50 4.45
C -5.0793 1.1517 2.5746 5.47 3.88 -2.91
C -3.9548 1.9834 2.0312 -2.38 -12.33 3.91
O -2.9649 0.9415 1.7854 2.38 1.97 1.69
H -3.7887 2.7861 1.5514 0.99 5.77 -3.25
H -5.9741 1.5284 2.8217 -3.12 1.09 0.83
H -5.0588 -0.9606 3.3013 -0.04 1.64 -1.45
H -2.5883 -1.9900 2.8463 -4.49 -8.95 3.80
H -1.3258 -0.8734 3.1793 -0.26 -0.94 0.13
C 2.7712 -0.4978 -2.9796 0.01 -4.32 -5.69
O 3.0607 0.7867 -2.7023 0.05 2.05 0.71
H 3.5372 -1.4509 -2.8198 -0.77 3.00 -0.21
H 2.4792 -0.5709 -4.2073 1.57 0.47 2.83
H 2.4279 0.3047 0.7623 -0.84 0.22 -1.30
H 3.4262 -0.6990 -0.2284 -0.86 1.65 -0.58
```
Positions in Å, forces in eV/Å.

molecular weight: 348.45 g/mol
Kohn-Sham gap: 7.628 eV
maximum force: 15.159 eV/A
LUMO energy: -0.12 eV
energy: -47632.392 eV
HOMO level: -0.28486 Ha
relative energy (zero: lowest compared OMol25 entry of this formula, charge and spin): 1254.4 kJ/mol

In elementary charge units, the Löwdin charges are: number 1, C, carries -0.096; number 2, H, carries 0.118; number 3, H, carries 0.186; number 4, H, carries 0.139; number 5, C, carries -0.547; number 6, C, carries 0.028; number 7, H, carries 0.122; number 8, H, carries 0.117; number 9, H, carries -0.032; number 10, C, carries -0.008; number 11, C, carries -0.214; number 12, C, carries -0.561; number 13, S, carries 1.141; number 14, C, carries -0.547; number 15, C, carries -0.087; number 16, C, carries -0.239; number 17, O, carries 0.006; number 18, N, carries 0.031; number 19, C, carries -0.734; number 20, S, carries 0.928; number 21, N, carries 0.032; number 22, H, carries 0.137; number 23, C, carries -0.224; number 24, C, carries -0.145; number 25, C, carries -0.075; number 26, C, carries -0.080; number 27, C, carries 0.055; number 28, O, carries -0.057; number 29, H, carries 0.022; number 30, H, carries 0.053; number 31, H, carries 0.122; number 32, H, carries 0.013; number 33, H, carries 0.168; number 34, C, carries -0.291; number 35, O, carries -0.080; number 36, H, carries 0.181; number 37, H, carries 0.180; number 38, H, carries 0.110; number 39, H, carries 0.130

***

[2]
One molecule with the formula C16H16N4O3, computed with ωB97M-V with the def2-TZVPD basis set.

```
39
Properties=species:S:1:pos:R:3:forces:R:3
C 4.8830 0.6534 4.0591 -0.10 0.24 0.46
C 3.5430 0.9617 4.7600 0.13 -0.10 -0.90
C 2.3426 0.8203 3.7798 1.25 0.13 0.36
C 2.2255 1.9932 2.7941 -0.78 -0.16 0.38
N 1.3504 1.6228 1.6765 -0.93 -0.88 -1.47
C -0.1013 1.7389 1.6346 -0.47 0.81 0.12
C -0.5088 0.8161 0.5153 -0.64 -1.02 0.14
C 0.5565 0.1368 0.0607 -1.75 -0.87 -2.51
N 0.4841 -0.7798 -0.9949 0.26 0.40 0.32
C -0.6975 -0.9599 -1.5545 0.58 0.09 0.38
C -1.0799 -1.6433 -2.7732 0.44 -0.27 -0.79
C -2.4044 -1.4054 -3.0670 2.71 -0.07 1.65
C -3.1365 -1.8126 -4.2530 -1.85 0.71 0.02
C -4.4112 -1.4526 -4.6218 0.44 -0.05 -0.46
C -4.6625 -2.0887 -5.9001 -0.21 0.10 0.94
C -3.5814 -2.8716 -6.1330 -0.25 0.95 -0.09
O -2.5982 -2.6467 -5.1830 -0.48 -0.72 -0.26
N -2.9097 -0.7070 -1.9675 -1.10 0.56 0.28
N -1.8653 -0.4063 -1.0577 0.75 -0.77 -1.89
C -1.8296 0.5178 -0.0274 -1.03 2.04 0.86
O -2.8356 1.1239 0.3050 -0.46 -0.21 -0.05
C 1.7286 0.7028 0.7026 4.30 -0.22 1.41
O 2.9125 0.3923 0.5197 -1.49 0.28 0.00
H 5.0529 1.2390 3.1490 -0.10 -0.04 0.22
H 4.9671 -0.3942 3.7966 -0.25 -0.26 -0.21
H 5.7036 0.8268 4.7517 0.17 0.24 -0.01
H 3.4123 0.2703 5.5896 -0.05 -0.16 0.03
H 3.5752 1.9538 5.2255 -0.09 0.03 -0.23
H 2.4830 -0.1016 3.2069 -0.02 0.07 0.03
H 1.4641 0.7024 4.3846 -0.79 0.07 0.07
H 3.2010 2.2240 2.3741 0.00 0.11 -0.01
H 1.8189 2.8890 3.3372 0.31 -0.67 -0.78
H -0.3762 2.7859 1.4098 -0.17 -0.38 0.27
H -0.5511 1.4222 2.5798 -0.13 0.17 0.00
H -0.3789 -2.1694 -3.4224 -0.30 0.17 0.39
H -5.0888 -0.8083 -4.0659 0.26 -0.17 -0.20
H -5.5579 -1.9778 -6.5252 0.58 -0.27 0.45
H -3.4874 -3.5574 -6.9716 0.88 0.14 0.54
H -3.6419 -0.0110 -2.0939 0.39 -0.03 0.50
```
Positions in Å, forces in eV/Å.

molecular weight: 312.33 g/mol
Kohn-Sham gap: 8.057 eV
maximum force: 4.529 eV/A
LUMO energy: -0.30 eV
energy: -28953.076 eV
HOMO level: -0.30710 Ha
relative energy (zero: lowest compared OMol25 entry of this formula, charge and spin): 258.1 kJ/mol
SMILES string: CCCCN1Cc2c(nc3cc(-c4ccco4)[nH]n3c2=O)C1=O

In elementary charge units, the Löwdin charges are: number 1, C, carries -0.108; number 2, C, carries -0.246; number 3, C, carries -0.189; number 4, C, carries -0.133; number 5, N, carries -0.047; number 6, C, carries -0.073; number 7, C, carries -0.047; number 8, C, carries -0.121; number 9, N, carries 0.184; number 10, C, carries -0.245; number 11, C, carries 0.075; number 12, C, carries -0.140; number 13, C, carries -0.227; number 14, C, carries 0.002; number 15, C, carries -0.052; number 16, C, carries -0.084; number 17, O, carries 0.053; number 18, N, carries 0.141; number 19, N, carries 0.081; number 20, C, carries -0.359; number 21, O, carries 0.063; number 22, C, carries -0.380; number 23, O, carries 0.062; number 24, H, carries 0.070; number 25, H, carries 0.069; number 26, H, carries 0.063; number 27, H, carries 0.096; number 28, H, carries 0.102; number 29, H, carries 0.113; number 30, H, carries 0.095; number 31, H, carries 0.111; number 32, H, carries 0.141; number 33, H, carries 0.143; number 34, H, carries 0.138; number 35, H, carries 0.127; number 36, H, carries 0.115; number 37, H, carries 0.116; number 38, H, carries 0.129; number 39, H, carries 0.163

***

Look up the Kohn-Sham gap of the first one. 7.628 eV